ORCA calculation (ωB97M-V/def2-TZVPD) on a cluster of 4 separate species, C13H37N5O4 in total.

Output
* 2S+1: 2
* strongest force on any atom: 0.13519 Eh/bohr
* total charge: -1
* relative energy (zero: lowest compared OMol25 entry of this formula, charge and spin): 14.96 kcal per mole
* Kohn-Sham gap (spin up / spin down): 1.7 / 8.8 eV
* <S²>: 0.75
* DFT total energy: -29717.3430 eV
* LUMO energy (spin up / spin down): 2.5 / 2.5 eV

Each line ends with the natural charge from an NBO analysis.
CARTESIAN COORDINATES (ANGSTROEM)
C: -1.0886 0.4732 0.9765  0.7454
O: -1.3437 0.9314 -0.1395  -0.7682
N: -0.6749 -0.7518 1.2629  -0.8513
N: -1.0769 1.2351 1.9733  -0.8468
H: -0.5024 -1.3429 0.4624  0.4142
H: -0.6526 -1.0943 2.2128  0.4210
H: -1.4370 2.1420 1.7126  0.3876
H: -0.5123 1.0809 2.7965  0.3940
C: -1.0436 3.6579 -1.7808  -0.6387
C: -2.5118 3.8444 -1.8894  -0.0651
C: -2.6700 4.3642 -3.3692  -0.0702
O: -2.4059 3.3447 -4.3575  -0.5707
C: -2.6698 3.7251 -5.7268  -0.2402
N: -3.1074 2.5034 -1.7176  -0.8649
H: -0.4735 4.5865 -1.8091  0.1806
H: -0.6804 2.9501 -2.5259  0.2137
H: -0.8681 3.1948 -0.8098  0.2275
H: -2.8598 4.5855 -1.1697  0.1839
H: -1.9457 5.1691 -3.4941  0.1686
H: -3.7398 4.5330 -3.4923  0.1699
H: -3.7399 3.8632 -5.8816  0.1644
H: -2.3715 2.8730 -6.3375  0.1888
H: -2.1188 4.6209 -6.0132  0.1643
H: -2.6154 2.0423 -0.9657  0.4025
H: -2.8526 1.9363 -2.5136  0.3570
C: -0.6723 -1.3466 -2.7472  -0.6400
C: 0.5757 -2.2002 -2.8172  -0.0554
C: 0.8610 -3.0366 -1.3906  -0.0776
O: 0.9928 -2.2490 -0.2383  -0.5555
C: 2.2323 -1.4542 -0.3130  -0.2750
N: 0.6276 -3.0699 -3.9072  -0.8340
H: -0.3992 -0.8234 -1.8308  0.2549
H: -1.6101 -1.9005 -2.7896  0.2164
H: -0.6006 -0.6410 -3.5749  0.1966
H: 1.4565 -1.6267 -3.1061  0.1606
H: 1.7196 -3.6793 -1.5846  0.1524
H: 0.1435 -3.8294 -1.1788  0.1893
H: 2.3994 -1.0079 0.6673  0.2199
H: 2.2747 -0.7488 -1.1429  0.1800
H: 3.0432 -2.1777 -0.3972  0.1669
H: 0.2298 -2.4492 -4.5975  0.3450
H: 1.5400 -3.2162 -4.3148  0.3453
C: 0.2074 -3.0870 4.8183  -0.6609
C: 1.1135 -1.7730 4.8115  -0.3022
C: 2.3220 -2.0546 3.8194  -0.0943
O: 3.3370 -1.0317 3.6604  -0.5673
C: 4.0273 -0.8162 4.9061  -0.4630
N: 0.4291 -0.6514 4.2289  -0.9954
H: -0.5696 -3.1768 5.5775  0.2133
H: 0.8920 -3.9352 4.8134  0.1973
H: -0.3379 -3.2792 3.8943  0.2023
H: 1.4367 -1.4615 5.8048  0.1681
H: 2.0105 -2.3405 2.8147  0.1863
H: 2.8893 -2.9598 4.0362  0.1504
H: 3.4236 -0.0886 5.4485  0.1509
H: 4.9949 -0.3463 4.7303  0.1752
H: 4.2464 -1.7382 5.4446  0.1591
H: -0.3379 -0.4051 4.8382  0.3060
H: 1.0643 0.1337 4.2124  0.3171

Cartesian forces (eV/Å) of the 3 atoms listed first:
C 1.0 -2.4 -3.0
O -0.5 -0.7 -1.3
N -0.3 -1.9 -1.3

=====

ORCA calculation (ωB97M-V/def2-TZVPD) on a structure of composition C8H21BrIOOsP2.

Output
* 2S+1: 5
* strongest force on any atom: 0.18049 Eh/bohr
* total charge: +3
* relative energy (zero: lowest compared OMol25 entry of this formula, charge and spin): 14.78 kcal per mole
* Kohn-Sham gap (spin up / spin down): 6.4 / 6.0 eV
* <S²>: 6.03
* DFT total energy: -109839.5801 eV
* LUMO energy (spin up / spin down): -12.9 / -15.3 eV

Each line ends with the natural charge from an NBO analysis.
CARTESIAN COORDINATES (ANGSTROEM)
C: -2.0237 4.4099 -1.6296  -0.5126
I: -1.2106 2.6448 -0.5296  0.4965
H: -2.9705 4.5858 -1.1170  0.2779
H: -2.1420 4.1374 -2.6817  0.2725
H: -1.2894 5.1977 -1.4583  0.2763
Os: 0.3300 0.5878 -0.7625  0.3302
P: -1.4294 -0.8084 -1.2509  1.0510
C: -1.1126 -0.9544 -3.0391  -0.9570
C: -1.7130 -2.5559 -0.7152  -0.9203
H: -2.5409 -3.0162 -1.2802  0.3042
H: -3.8431 -0.7054 -1.7550  0.3016
H: -1.9781 -2.5578 0.3488  0.2748
H: -3.4684 -0.2490 -0.0604  0.2773
H: -0.1993 -1.5356 -3.2007  0.2741
H: -0.8093 -3.1622 -0.8516  0.2700
C: -3.1513 -0.1450 -1.1080  -0.9198
H: -1.9647 -1.4520 -3.5131  0.3039
H: -3.1574 0.9224 -1.3838  0.2322
H: -0.9862 0.0537 -3.4518  0.2499
P: 1.1007 0.9787 1.3812  1.0225
C: 2.7016 1.7252 0.9515  -0.9557
C: 0.2569 2.2337 2.4640  -0.9175
H: 0.6218 -0.7167 3.0649  0.2724
H: 2.0591 0.2325 3.5433  0.3034
H: 2.1965 -1.0433 2.2881  0.2679
C: 1.5479 -0.2565 2.6943  -0.9135
H: -0.6150 1.7495 2.9264  0.2748
H: 0.9341 2.5891 3.2556  0.3035
H: 3.1565 2.1583 1.8459  0.3040
H: 2.5256 2.5048 0.2032  0.2511
H: -0.0870 3.0874 1.8528  0.2393
H: 3.3580 0.9559 0.5322  0.2740
C: 1.5305 0.9915 -2.1518  0.4144
O: 2.3240 1.1751 -3.0022  -0.2353
Br: 1.3504 -1.6768 -0.2132  0.2122

Cartesian forces (eV/Å) of the 3 atoms listed first:
C 0.0 0.5 -1.0
I -0.6 0.9 0.4
H 0.1 -0.3 0.2

=====

ORCA calculation (ωB97M-V/def2-TZVPD) on a structure of composition BrH4N2OP.

Output
* strongest force on any atom: 0.10539 Eh/bohr
* total charge: 0
* relative energy (zero: lowest compared OMol25 entry of this formula, charge and spin): 55.36 kcal per mole
* Kohn-Sham gap: 9.4 eV
* DFT total energy: -84423.0336 eV
* LUMO energy: -0.7 eV

Each line ends with the natural charge from an NBO analysis.
CARTESIAN COORDINATES (ANGSTROEM)
N: -0.0176 -1.4887 1.1437  -1.1720
N: -0.0677 -0.5448 -1.2865  -1.1788
O: 0.2192 1.7706 0.5664  -0.9767
P: -0.5748 -0.2954 0.2625  1.7922
Br: -2.6525 0.1142 -0.0979  -0.1360
H: -0.3169 -1.6354 2.0419  0.3851
H: 0.3072 0.2377 -1.7998  0.4206
H: 0.7661 -1.0864 -1.4075  0.4157
H: -0.4570 2.3822 0.6958  0.4498

Cartesian forces (eV/Å) of the 3 atoms listed first:
N -0.3 2.8 -4.0
N 1.0 0.4 -0.8
O 0.9 -5.3 -0.9

=====

- Which of these has the highest relative energy (zero: lowest compared OMol25 entry of this formula, charge and spin)?
  BrH4N2OP

=====

- Among the records above, which one has the lowest strongest force on any atom?
  BrH4N2OP